[1]
78
Properties=species:S:1:pos:R:3 method="wB97M-V/def2-TZVPD" homo_lumo_gap_ev=8.83 energy_ev=-68678.5741 e_lumo_ev=0.3 relative_energy_kj_mol=434.3
H 4.0947 -1.8394 9.1926
C 0.1773 -3.0915 1.6763
F 1.1936 -4.9559 2.1392
H 1.5614 -4.0743 10.9793
O -0.7901 -3.3141 0.7326
P 1.2493 -1.8657 8.8120
H 0.9113 3.6096 -8.7106
H 0.2126 4.5652 -1.3800
H 3.2356 -3.0020 10.1927
C -0.8075 4.6416 -1.0036
H -2.1189 4.4101 -12.1122
H -0.3216 2.3625 -7.9755
C -1.3030 -1.1592 9.5599
O -0.1468 0.7727 -11.9138
H -1.9962 -1.6292 8.8622
H -1.0385 -1.9161 -9.3347
N -0.0502 -0.7647 9.0453
H 0.7809 -5.3149 10.0414
H 0.3267 -0.8494 -9.1711
O -1.8818 2.6971 1.6741
C 0.6554 2.5972 -8.3980
P -0.6149 1.4018 -10.6205
H -2.9886 -1.1810 -9.8855
H 2.2059 -3.3835 1.3284
C -0.6739 5.5411 0.3286
C -0.7497 -0.9156 -9.0128
O 1.9582 -1.8730 7.4525
H -1.4731 3.0873 -12.9558
H 1.2042 -1.8015 11.9898
H 1.8967 0.8187 -11.1481
H -1.8955 3.1073 -8.7027
C 1.4110 -4.4293 9.9597
C 3.5556 -1.9618 10.1321
N 0.7383 1.8178 -9.6489
C -1.3492 3.6432 -12.0264
O -1.6128 3.5864 -0.3806
H -1.8906 -0.4350 10.1242
C -1.9057 3.6309 -9.6587
H 0.3150 5.9802 0.1967
O -0.8721 -4.1563 -1.4045
H -1.1946 -4.4747 9.0640
N 2.1787 -1.4305 10.1462
H -1.2158 4.4670 -9.5442
H -3.2298 0.0660 -10.9652
H 2.3638 -4.7230 9.5192
H -1.1164 -3.2230 8.0447
C 0.0152 0.5864 8.5036
H 0.9724 0.8573 8.9490
O 0.9955 -4.3421 0.0160
H -0.8873 -0.7649 -7.9420
F -1.6605 6.4934 0.4110
H 0.0241 0.5951 7.4136
H 2.2681 0.2558 -9.5460
H 0.5406 -2.0660 1.6095
H 1.4278 2.2910 -7.6924
H 4.1351 -1.7174 11.0224
C 1.7407 -1.0179 11.4547
N 0.6543 -3.3733 9.2791
H 2.6285 -0.7484 12.0267
H 1.1199 -0.1237 11.3991
H -0.0051 -4.5582 7.6580
C -0.1769 -3.8921 -0.3691
H -0.7643 1.2942 8.7855
N -1.5482 2.8131 -10.8716
C -1.4738 3.5581 0.9533
H -2.7888 4.2659 -9.7294
C -0.4392 -3.9670 8.4643
H 2.7384 1.9347 -10.2456
C 1.2597 -3.9243 1.3477
C 1.9975 1.1463 -10.1134
H -3.5037 0.3265 -9.2140
H -1.4261 5.1008 -1.7747
N -1.4448 0.2545 -9.6682
H -0.0820 -3.3091 2.7124
H -0.3974 4.1739 -12.0038
O -0.8403 4.6551 1.4026
H -1.2300 -1.7329 10.4838
C -2.8383 -0.1041 -9.9623

***

[2]
15
Properties=species:S:1:pos:R:3 method="wB97M-V/def2-TZVPD" homo_lumo_gap_ev=8.13 energy_ev=-12146.1140 e_lumo_ev=-0.2 relative_energy_kj_mol=441.9
H 3.3776 -0.6108 -0.4746
N 1.1252 -1.6077 -0.0942
N -0.0705 -1.9905 -0.1187
H -1.8243 1.7805 -0.9481
H -1.9337 1.8472 0.7177
N 2.8264 0.1220 -0.0118
H 3.2036 0.1847 0.9631
C 0.4571 0.6800 -0.0227
N -0.8450 0.3068 0.0107
H 0.6670 1.7538 -0.0897
N -2.3534 -1.5707 0.0894
C 1.4466 -0.2484 -0.0223
H -3.0214 -0.7902 0.0968
N -1.8770 1.2278 -0.1062
C -1.1783 -1.0846 0.0105

***

[3]
82
Properties=species:S:1:pos:R:3 method="wB97M-V/def2-TZVPD" homo_lumo_gap_ev=5.57 total_charge=+3 energy_ev=-72102.7858 e_lumo_ev=-11.3 relative_energy_kj_mol=172.1
H 4.7923 -0.0344 2.6631
H 1.9112 3.8170 0.7008
C 3.1718 0.4324 1.5061
S 2.6954 1.0035 -0.0552
H -1.4719 2.2421 -1.6821
H 4.4254 -1.9888 -3.0566
C 0.2007 5.1342 0.6981
H -3.2051 -1.4311 -4.5619
C -0.2184 1.6619 -3.4007
H 2.5411 -0.0056 3.4005
O 0.1763 2.6970 0.4520
N 4.4449 0.2274 1.7499
N 0.9363 0.6077 2.2357
H -2.1267 -3.2436 -3.1480
H 1.1435 2.2999 -1.8144
H -3.0584 0.0202 -1.8184
H -2.3456 3.9801 3.1306
H -3.8853 3.1995 2.8328
C 1.2530 -0.8923 -3.5802
H 1.1199 3.9897 -0.8686
S 0.6698 -1.7212 0.1612
H 0.2253 -1.0018 -5.4818
C -0.2900 1.7679 -4.9220
P -0.1495 -0.1038 -2.7569
H 0.3443 -0.0351 2.7455
C -1.3020 0.6490 6.8252
C -2.3676 0.5977 2.6766
H -1.2231 1.3792 -5.3244
H -1.8314 -1.9431 1.6300
C -1.6723 0.6310 5.3675
H -0.2304 2.8264 -5.1914
H 2.5395 -0.9627 -1.8631
H 1.9698 1.7738 -3.2984
C -2.6414 0.5777 1.2219
C 1.0893 2.2872 -2.9143
O -3.6365 0.4827 0.6271
H -3.3796 -2.1191 2.4342
C 0.9517 3.9279 0.2026
C -2.3164 -1.9358 2.6083
C 3.5058 -1.7632 -3.5809
H -2.2499 -1.3369 -0.9966
C -2.3926 -0.7211 -4.3895
H -1.9499 2.7563 5.2336
H -0.6226 -2.8876 -2.2977
C -2.6823 -0.9948 -1.9298
C 2.4437 -1.1795 -2.9077
C -1.7782 -0.5780 4.6712
H -2.3590 2.0593 -3.1878
W 0.2484 0.3376 -0.2633
H 5.1279 0.3333 1.0146
N 2.2683 0.2610 2.4634
H 2.1112 -2.0207 -6.6565
H -1.9314 -2.7706 3.1906
H 0.0750 5.1189 1.7841
H -2.2108 0.6933 7.4339
H -3.5482 -1.6323 -2.1238
H 0.7522 1.5221 2.6387
C 1.1394 -1.2029 -4.9372
H -1.6188 -1.5120 5.2034
C -1.2385 -2.6075 -3.1575
C 3.3855 -2.0667 -4.9288
H 4.2107 -2.5327 -5.4541
H -2.8332 0.2744 -4.3267
C -1.4112 2.3844 -2.7574
H -2.6586 3.1096 1.5979
O -1.3873 0.6563 0.4059
C -2.3378 1.8216 3.3493
H -0.7632 -0.2513 7.1170
H -1.7396 -0.7690 -5.2600
C -2.1352 -0.6213 3.3318
H -0.7783 5.2193 0.2200
H -1.3263 3.4587 -2.9401
C -2.8070 3.0998 2.6856
H -0.7070 1.5255 7.0807
C -1.7026 -1.1414 -3.0929
C -1.9653 1.8152 4.6906
H 0.7697 6.0309 0.4482
H 0.5461 1.2629 -5.4063
H -0.6804 -2.8277 -4.0641
C 2.2053 -1.7842 -5.6040
H -0.5840 2.9477 0.9881
H 1.1450 3.3295 -3.2397

***

[4]
118
Properties=species:S:1:pos:R:3 method="wB97M-V/def2-TZVPD" homo_lumo_gap_ev=8.03 total_charge=+1 energy_ev=-171930.2686 e_lumo_ev=-1.7 relative_energy_kj_mol=111.3
O 0.5689 -2.5434 -2.5583
H 2.8988 -0.1561 5.3775
Sr 0.5038 -1.6367 -0.3242
C 3.9947 -0.5115 3.5587
H 2.6388 3.6368 0.7973
C 0.3337 4.4494 -1.1628
C -2.0559 3.0288 0.3620
C -4.9677 -2.1991 1.9118
H 4.7247 -1.1562 4.0463
H 2.6328 -1.5759 -2.3784
N -5.5777 -1.2328 2.6069
C 1.6115 -3.9578 -0.6672
C 0.5593 -3.4725 3.4254
H -4.1427 -4.9183 -2.3314
H -1.8357 4.6660 1.7849
H -6.5699 -2.5265 0.7548
H -5.3045 -4.7639 0.1440
C -2.8194 -3.2107 -2.4419
H -1.8123 0.7531 -3.4333
H -1.7375 3.0529 2.5134
C -1.1794 -0.0194 1.2867
N 1.9789 -1.7271 4.4065
C 3.7233 0.6696 -0.3342
H -6.2739 -3.5437 -1.7545
H -6.4766 -0.8994 2.3076
N 1.1343 -1.4877 2.2267
C 0.3380 5.8565 -0.7060
C -4.2433 -3.8366 -2.4494
H 0.4532 5.3430 1.3680
H -2.5529 2.0614 0.3158
H -3.4911 -1.3828 -3.1278
C 3.3129 -1.3136 -1.5698
H 0.1865 9.0420 -1.8750
H 3.8256 -0.9042 2.5545
H -2.7458 2.3832 -5.1195
H -2.4872 3.6713 -0.4099
H 0.3565 9.5361 0.5431
O -1.6503 -2.8270 -0.3641
C 2.1437 -2.5460 5.6053
O 2.7350 -0.1637 -0.9453
H 1.4011 1.2682 1.0485
C 0.2474 6.9213 -1.6061
H 4.2988 -2.8197 5.6091
C 0.4986 4.0345 -2.4332
C -1.9237 -3.6910 -1.2867
H 4.0551 -3.3118 -1.1872
H 4.2721 -1.0479 -2.0253
C 0.2588 8.2320 -1.1607
H -3.1340 -2.9565 1.5363
H -2.3893 2.1923 -2.6157
H 3.4186 -4.0478 4.6963
H 2.9781 2.6553 2.2261
C 0.4227 7.4659 1.1052
C -1.7662 2.5435 -4.6647
H 2.1368 -4.9130 -0.6834
N -3.7152 -2.5118 2.2391
H 1.2543 -3.1558 5.7466
C -5.0010 -3.7294 -0.0231
H -4.6371 -3.6734 -3.4553
C -5.2598 -3.2723 -1.4539
C 0.3515 8.5108 0.1973
H 0.4832 7.6704 2.1665
H 0.9060 0.8435 -4.5266
N -2.7586 -1.7543 -2.5345
H 1.3776 -2.3045 -4.4512
C 3.3907 -3.4221 5.5898
H -0.0895 -3.3025 -4.3656
H 0.1541 6.7206 -2.6656
C -1.6373 1.8283 -3.3197
Ge -0.1640 2.8158 -0.1412
C -2.2342 3.6508 1.7471
C 2.6372 2.0497 -4.0118
H 2.3136 2.8947 -4.6200
H 1.2262 -4.2845 3.7135
N -5.6285 -2.8306 0.9415
H 4.1346 0.2120 0.5683
Ge 0.1384 2.1064 -2.4964
O 2.4443 -3.0069 0.0657
H -1.6293 3.6201 -4.5489
H 4.4267 0.4866 3.4721
H -4.9632 -0.5558 3.0482
H -5.2023 -2.1804 -1.4851
C 2.1884 3.1849 1.6847
H 3.3901 1.5014 -4.5825
H 3.1220 2.4658 -3.1259
N -1.8927 0.2480 2.1666
H 1.6477 -0.6090 2.2523
H 2.0227 0.3073 3.9424
H -1.0163 2.1952 -5.3798
H 4.2807 -2.1775 0.1411
H 0.6772 -4.1052 -0.0992
H 4.5285 0.8701 -1.0440
H -2.3352 -3.6296 -3.3278
H -3.9354 -3.6697 0.1381
H -0.2412 -3.4174 4.1649
H -3.2206 -1.7368 2.6774
C 1.4551 1.1574 -3.6345
H 0.7279 4.7231 -3.2462
H -3.2905 3.7059 2.0195
C 1.2796 -2.1548 3.3221
H 2.1798 -1.8671 6.4585
H 0.3927 2.0646 2.2133
H -2.8487 -1.3476 -1.6094
C 1.2932 -3.7166 -2.1775
H 1.8657 4.0045 2.3252
C 1.0242 2.2511 1.3438
C 0.4019 -2.4119 -3.9681
H 2.2404 -3.7461 -2.7280
C 2.6908 -0.4570 4.3513
H 0.1153 -3.7027 2.4598
H 1.8131 0.2504 -3.1485
O -1.4911 -4.8393 -1.3163
H -0.2175 -1.5359 -4.1256
C 0.4104 6.1547 0.6531
H 0.6917 -4.5875 -2.4536
H 3.2377 1.6049 -0.0734
C 3.5838 -2.4919 -0.6373
H 3.4047 -4.0741 6.4636

***

[5]
8
Properties=species:S:1:pos:R:3 method="wB97M-V/def2-TZVPD" homo_lumo_gap_ev=9.39 energy_ev=-11956.8659 e_lumo_ev=-0.5 relative_energy_kj_mol=239.3
Si -0.2135 0.6014 1.3295
C 0.9966 -0.6712 -1.9940
H 1.1754 0.1262 1.4019
N 1.5484 -1.6270 -2.2969
H 0.3463 0.1723 -1.8499
N -1.3877 0.0226 0.3988
H -2.4129 -0.1797 0.5170
H -0.0525 1.5554 2.4936

***

[6]
17
Properties=species:S:1:pos:R:3 method="wB97M-V/def2-TZVPD" homo_lumo_gap_ev=7.83 total_charge=+1 energy_ev=-27463.0684 e_lumo_ev=-5.4 relative_energy_kj_mol=44.3
C -0.0576 -1.6589 -0.4219
C 0.8440 -1.0367 0.6583
S -1.8014 -1.4073 0.0114
H 0.0947 -2.7347 -0.4830
H -1.1955 0.7200 -0.9185
H 1.8804 -1.2795 0.3876
H 0.1234 -1.2125 -1.3997
H 2.5369 1.1901 0.2501
H -3.0618 2.2229 -0.5589
H 1.1408 2.2352 -0.0699
C 1.4935 1.2035 -0.0913
S -3.3644 1.0827 0.0835
C -1.9729 0.2180 -0.3667
N 0.6196 0.3888 0.7342
H 1.4731 0.8428 -1.1209
H 0.6212 0.7333 1.6863
H 0.6259 -1.5076 1.6192